{"formula": "C2H2OS", "method": "ωB97M-V/def2-TZVPD", "homo_ev": -8.9, "multiplicity": 1, "gap_ev": 8.200, "elements": ["C", "C", "O", "S", "H", "H"], "positions_angstrom": [[-1.856278, 0.292387, -3.078875], [-0.172230, -0.348040, -0.098702], [-1.410910, 1.317597, -2.869415], [-1.068401, -1.262080, -1.070860], [0.045059, 0.685855, -0.340774], [0.247643, -0.724519, 0.821867]], "forces_ev_per_a": [[-0.057, 1.117, -0.618], [-0.390, -0.317, -0.502], [-0.200, -0.549, -0.060], [0.534, -0.363, 1.021], [0.024, 0.186, -0.055], [0.089, -0.074, 0.214]], "nbo_charge": [0.47, -0.45, -0.54, 0.14, 0.19, 0.20]}

=====

{"formula": "C2H2OS", "method": "ωB97M-V/def2-TZVPD", "smiles": "O=CC=S", "homo_ev": -9.4, "multiplicity": 1, "gap_ev": 8.143, "elements": ["O", "C", "C", "S", "H", "H"], "positions_angstrom": [[-1.637110, -0.004770, -0.641248], [-0.686217, -0.424809, 0.049358], [0.615612, 0.427875, 0.092230], [2.003660, -0.213843, -0.394940], [-0.865036, -1.249778, 0.726968], [0.569090, 1.465325, 0.167635]], "forces_ev_per_a": [[2.761, -1.268, 1.571], [-2.287, 3.361, -1.250], [-0.366, -2.863, -1.134], [0.003, -0.243, 0.288], [0.567, -0.698, 0.058], [-0.678, 1.712, 0.468]], "nbo_charge": [-0.49, 0.36, -0.37, 0.14, 0.15, 0.21]}

=====

{"formula": "C2H2OS2", "method": "ωB97M-V/def2-TZVPD", "homo_ev": [-9.4, -9.4], "multiplicity": 1, "gap_ev": [7.354, 7.119], "elements": ["C", "C", "O", "S", "S", "H", "H"], "positions_angstrom": [[0.892970, -0.522988, -0.156508], [0.122609, 0.645387, 0.185975], [2.075334, -0.623703, 0.126981], [-2.325435, -0.792662, -0.127482], [-1.528310, 0.937201, 0.019128], [0.195493, -1.086178, -0.834436], [0.567337, 1.442941, 0.786339]], "forces_ev_per_a": [[-0.529, 0.788, -0.738], [-0.919, 2.161, 1.723], [-1.107, -0.663, -0.384], [-0.953, -0.482, -0.364], [1.728, -0.804, 0.168], [1.409, -1.016, 0.197], [0.371, 0.017, -0.601]], "nbo_charge": [0.33, -0.49, -0.48, -0.26, 0.53, 0.14, 0.23]}

=====

{"formula": "C2H2OS3", "method": "ωB97M-V/def2-TZVPD", "homo_ev": -9.3, "multiplicity": 1, "gap_ev": 7.106, "elements": ["C", "C", "O", "S", "S", "S", "H", "H"], "positions_angstrom": [[-1.003901, 0.574299, -0.256666], [-0.264423, -0.418733, -0.732960], [2.294686, -0.530015, -0.183877], [-1.108325, 1.243769, 1.315856], [0.682257, -0.388965, 2.189201], [1.091434, -1.138964, 0.338750], [-1.634622, 1.265680, -0.959474], [-0.057106, -0.607072, -1.710830]], "forces_ev_per_a": [[-1.039, 1.547, -0.999], [0.330, 0.671, 3.866], [1.178, 0.478, -0.657], [1.834, -1.721, 0.916], [-2.654, 1.793, -1.003], [-1.001, -0.524, -0.549], [1.128, -1.479, 1.051], [0.226, -0.765, -2.624]], "nbo_charge": [-0.38, -0.44, -0.95, 0.23, -0.10, 1.14, 0.27, 0.24]}

=====

{"formula": "C2H2P2", "method": "ωB97M-V/def2-TZVPD", "homo_ev": -9.8, "multiplicity": 1, "gap_ev": 9.164, "elements": ["C", "C", "P", "P", "H", "H"], "positions_angstrom": [[0.778716, -0.425735, -0.988297], [0.168373, -1.443599, -1.176693], [-1.828262, 1.697399, 1.537361], [-0.134455, 2.004956, 2.414567], [1.696954, 0.223219, -0.699348], [-0.681326, -2.056241, -1.087590]], "forces_ev_per_a": [[3.426, 1.174, 0.841], [-0.695, 0.849, 0.455], [2.062, 0.366, 1.049], [-2.052, -0.369, -1.052], [-2.481, -1.219, -0.912], [-0.262, -0.801, -0.381]], "nbo_charge": [-0.24, -0.25, 0.01, -0.01, 0.26, 0.23]}

=====

{"formula": "C2H2S2", "method": "ωB97M-V/def2-TZVPD", "homo_ev": [-8.8, -8.8], "multiplicity": 1, "gap_ev": [8.171, 8.170], "elements": ["C", "C", "S", "S", "H", "H"], "positions_angstrom": [[-0.664105, 2.031183, -0.052428], [0.350607, -0.992430, -0.389461], [-0.563327, 2.702673, 1.317890], [-0.358381, -2.508340, -0.327685], [1.272843, -1.087232, -0.850782], [-0.037637, -0.145854, 0.302466]], "forces_ev_per_a": [[-0.044, 0.426, 0.342], [-3.064, -2.291, 2.886], [-0.040, -0.137, -0.330], [0.442, 2.295, -0.091], [1.759, 1.147, -1.008], [0.948, -1.441, -1.799]], "nbo_charge": [-0.18, -0.44, 0.19, 0.03, 0.19, 0.21]}

=====

{"formula": "C2H2S3", "method": "ωB97M-V/def2-TZVPD", "smiles": "S=CSC=S", "homo_ev": -9.0, "multiplicity": 1, "gap_ev": 7.913, "elements": ["S", "C", "S", "C", "S", "H", "H"], "positions_angstrom": [[2.446977, 0.502204, -1.354820], [1.129242, 0.016493, -0.642228], [-0.368926, 0.989669, -0.512225], [-1.264436, 0.014674, 0.493990], [-2.482574, 0.361305, 1.501485], [1.304213, -0.869889, 0.021849], [-0.764495, -1.014455, 0.491948]], "forces_ev_per_a": [[0.912, 0.689, -1.122], [-0.285, -0.453, 1.539], [1.403, 0.778, -1.226], [0.136, -2.749, 1.695], [0.131, 0.088, -0.595], [-1.239, 0.559, -0.511], [-1.059, 1.088, 0.220]], "nbo_charge": [0.14, -0.55, 0.46, -0.57, 0.08, 0.23, 0.21]}

=====

These records have energy above the lowest of the compared OMol25 structures with the same formula, charge and spin values of 7.9; 10.9; 35.6; 50.0; 24.9; 61.6; 18.2 kcal per mole, in the order they appear.